{"formula": "C93H208N12O17", "method": "the ωB97M-V functional and the def2-TZVPD basis", "e_homo_ev": -8.177, "total_energy_ev": -152488.45975, "smiles": "CC1(C)CCCC(C)(C)N1O.CC1(C)CCCC(C)(C)N1O.CC1(C)CCCC(C)(C)N1O.CC1(C)CCCC(C)(C)N1O.CC1(C)CCCC(C)(C)N1O.CC1(C)CCCC(C)(C)N1O.CC1(C)CCCC(C)(C)N1O.COCCNCCOC.COCCNCCOC.COCCNCCOC.COCCNCCOC.COCCNCCOC", "lumo_ev": 0.431, "elements": ["C", "C", "C", "C", "C", "C", "C", "C", "C", "N", "O", "H", "H", "H", "H", "H", "H", "H", "H", "H", "H", "H", "H", "H", "H", "H", "H", "H", "H", "H", "C", "C", "C", "C", "C", "C", "C", "C", "C", "N", "O", "H", "H", "H", "H", "H", "H", "H", "H", "H", "H", "H", "H", "H", "H", "H", "H", "H", "H", "H", "C", "C", "C", "C", "C", "C", "C", "C", "C", "N", "O", "H", "H", "H", "H", "H", "H", "H", "H", "H", "H", "H", "H", "H", "H", "H", "H", "H", "H", "H", "C", "C", "C", "C", "C", "C", "C", "C", "C", "N", "O", "H", "H", "H", "H", "H", "H", "H", "H", "H", "H", "H", "H", "H", "H", "H", "H", "H", "H", "H", "C", "C", "C", "C", "C", "C", "C", "C", "C", "N", "O", "H", "H", "H", "H", "H", "H", "H", "H", "H", "H", "H", "H", "H", "H", "H", "H", "H", "H", "H", "C", "C", "C", "C", "C", "C", "C", "C", "C", "N", "O", "H", "H", "H", "H", "H", "H", "H", "H", "H", "H", "H", "H", "H", "H", "H", "H", "H", "H", "H", "C", "C", "C", "C", "C", "C", "C", "C", "C", "N", "O", "H", "H", "H", "H", "H", "H", "H", "H", "H", "H", "H", "H", "H", "H", "H", "H", "H", "H", "H", "C", "O", "C", "C", "N", "C", "C", "O", "C", "H", "H", "H", "H", "H", "H", "H", "H", "H", "H", "H", "H", "H", "H", "H", "C", "O", "C", "C", "N", "C", "C", "O", "C", "H", "H", "H", "H", "H", "H", "H", "H", "H", "H", "H", "H", "H", "H", "H", "C", "O", "C", "C", "N", "C", "C", "O", "C", "H", "H", "H", "H", "H", "H", "H", "H", "H", "H", "H", "H", "H", "H", "H", "C", "O", "C", "C", "N", "C", "C", "O", "C", "H", "H", "H", "H", "H", "H", "H", "H", "H", "H", "H", "H", "H", "H", "H", "C", "O", "C", "C", "N", "C", "C", "O", "C", "H", "H", "H", "H", "H", "H", "H", "H", "H", "H", "H", "H", "H", "H", "H"], "coordinates": [[-3.8547, -4.5167, -3.3039], [-4.8551, -5.4642, -2.6471], [-4.5607, -6.8726, -3.0722], [-4.6117, -5.3828, -1.0986], [-5.7036, -6.0670, -0.3545], [-7.0302, -5.3683, -0.6546], [-7.4430, -5.4452, -2.1398], [-7.7810, -6.8773, -2.5159], [-8.5425, -4.3943, -2.3101], [-6.2542, -4.9383, -2.8512], [-6.5558, -4.8216, -4.2522], [-4.0175, -3.4756, -2.9850], [-2.8366, -4.8763, -3.1614], [-3.9910, -4.5366, -4.3895], [-3.4780, -7.0638, -3.1579], [-5.0298, -7.6527, -2.4705], [-4.9165, -6.9933, -4.0740], [-3.6121, -5.7464, -0.7949], [-4.5787, -4.3023, -0.9317], [-5.6572, -7.1594, -0.4813], [-5.6156, -5.9323, 0.7454], [-6.8781, -4.3176, -0.3926], [-7.8586, -5.7293, -0.0031], [-8.7733, -7.2103, -2.2562], [-7.0637, -7.5096, -1.9917], [-7.6573, -7.0505, -3.5722], [-8.7894, -4.2354, -3.3707], [-8.1136, -3.4359, -1.9275], [-9.4390, -4.6670, -1.7803], [-6.4245, -5.6835, -4.6850], [0.3688, -3.7104, -0.4629], [-0.2883, -2.5084, 0.1455], [-1.7404, -2.2577, -0.4725], [-0.4611, -2.7329, 1.6690], [-0.8301, -1.4282, 2.3270], [0.2216, -0.3625, 2.0726], [0.3848, -0.0343, 0.5504], [-0.7655, 0.7511, -0.0493], [1.6757, 0.7922, 0.4162], [0.6515, -1.3606, -0.0844], [0.9120, -1.1924, -1.5133], [0.3937, -3.5784, -1.5449], [1.4003, -3.8429, -0.1453], [-0.2432, -4.5819, -0.2846], [-2.2639, -3.2187, -0.6120], [-2.3626, -1.5917, 0.1214], [-1.5379, -1.7886, -1.4446], [-1.2073, -3.5038, 1.8992], [0.4999, -3.0754, 2.1164], [-1.8424, -1.0643, 2.0744], [-0.7770, -1.6111, 3.4247], [1.2069, -0.7125, 2.3705], [-0.0277, 0.5516, 2.6319], [-0.5741, 1.8068, 0.1865], [-1.7319, 0.4687, 0.3330], [-0.7665, 0.5891, -1.1314], [1.9482, 1.0140, -0.6219], [2.5176, 0.3041, 0.9176], [1.4944, 1.6797, 1.0072], [1.8048, -1.5008, -1.6068], [-1.0236, -3.0825, -4.9244], [-1.0567, -2.6313, -6.4191], [-2.3585, -3.0375, -7.0932], [-1.0582, -1.0934, -6.5192], [0.2898, -0.3902, -6.4514], [1.2136, -0.9462, -7.4974], [1.4666, -2.4815, -7.2661], [2.1855, -2.9717, -8.4902], [2.2777, -2.7452, -6.0122], [0.0750, -3.0673, -7.2814], [0.1721, -4.5047, -7.2391], [-0.7908, -4.1391, -4.8058], [-0.2586, -2.5188, -4.4050], [-1.9807, -2.8736, -4.4224], [-2.3412, -2.6775, -8.1177], [-2.3603, -4.1166, -7.1584], [-3.2137, -2.6620, -6.5315], [-1.4492, -0.8324, -7.5006], [-1.7516, -0.7215, -5.7445], [0.0386, 0.6720, -6.5629], [0.7156, -0.4919, -5.4244], [2.1638, -0.4050, -7.5356], [0.8156, -0.8719, -8.5279], [1.5816, -2.7699, -9.3762], [2.3239, -4.0443, -8.3927], [3.1379, -2.4351, -8.6014], [2.2362, -3.7958, -5.7424], [1.7965, -2.2474, -5.1769], [3.3373, -2.4688, -6.1471], [0.6410, -4.7094, -6.4220], [-5.0150, 0.1958, 0.1115], [-6.3248, -0.2381, -0.5549], [-7.0772, -1.2014, 0.3138], [-7.2588, 0.9686, -0.7989], [-6.8518, 1.9439, -1.8549], [-6.6195, 1.1784, -3.1456], [-5.6453, 0.0104, -3.0005], [-5.7480, -0.7343, -4.2958], [-4.1606, 0.4838, -2.8084], [-6.1183, -0.8047, -1.8901], [-5.4202, -2.1003, -1.7734], [-4.3248, -0.6551, -0.0187], [-4.5155, 1.0453, -0.3768], [-5.1500, 0.3204, 1.1761], [-7.2701, -0.7615, 1.2878], [-8.0510, -1.4080, -0.1188], [-6.4988, -2.1182, 0.2865], [-8.2507, 0.5850, -1.0332], [-7.3017, 1.5212, 0.1519], [-7.6826, 2.6385, -1.9342], [-5.9724, 2.5634, -1.6062], [-6.2448, 1.8433, -3.9377], [-7.5460, 0.7384, -3.5202], [-4.9090, -1.4295, -4.4075], [-5.6399, -0.0154, -5.1162], [-6.6637, -1.3382, -4.3476], [-4.1877, 1.5042, -2.3771], [-3.6777, 0.5762, -3.7711], [-3.5812, -0.2638, -2.2383], [-6.0236, -2.7827, -2.1150], [-4.7766, -2.4675, 3.4418], [-4.9187, -3.7365, 4.3045], [-6.2821, -4.3551, 4.0485], [-3.8755, -4.8697, 3.9683], [-2.5115, -4.4329, 4.4532], [-2.5335, -4.1408, 5.9299], [-3.5751, -3.0845, 6.4071], [-3.6831, -3.3474, 7.9207], [-3.1889, -1.6509, 6.1444], [-4.8619, -3.4556, 5.7648], [-5.9193, -2.5183, 6.1388], [-3.7350, -2.2110, 3.2096], [-5.3793, -2.6087, 2.5352], [-5.2718, -1.6018, 3.9049], [-6.3713, -5.3058, 4.5875], [-7.1405, -3.7605, 4.3472], [-6.3293, -4.6362, 2.9932], [-4.2299, -5.7876, 4.4628], [-3.8165, -4.9579, 2.8785], [-1.7925, -5.2560, 4.3160], [-2.1039, -3.6035, 3.8460], [-1.5710, -3.8404, 6.3035], [-2.7810, -5.0510, 6.4964], [-2.7041, -3.1731, 8.3579], [-3.9912, -4.3694, 8.1040], [-4.3896, -2.6335, 8.3423], [-2.7964, -1.5179, 5.1414], [-2.5161, -1.3270, 6.9234], [-4.1079, -1.0948, 6.2037], [-6.4496, -3.0846, 6.6847], [2.5201, 4.7061, 1.7445], [3.2995, 5.7867, 1.0745], [3.8575, 6.8574, 2.0614], [4.5486, 5.2270, 0.3010], [4.1720, 4.3959, -0.9361], [3.3313, 5.2056, -1.8812], [2.0953, 5.8442, -1.2080], [1.6402, 6.9706, -2.1666], [0.8846, 4.9191, -1.0057], [2.5466, 6.5089, 0.0450], [1.3954, 7.2123, 0.6202], [3.0086, 4.3414, 2.6429], [1.5265, 5.1280, 1.9369], [2.4205, 3.8809, 1.0393], [3.0587, 7.3373, 2.6321], [4.6462, 6.5169, 2.7342], [4.3230, 7.6515, 1.4475], [5.1735, 6.0448, -0.1174], [5.0978, 4.5808, 0.9705], [5.1232, 4.1190, -1.3892], [3.7011, 3.4386, -0.6463], [2.9980, 4.5677, -2.6983], [3.8196, 6.0871, -2.3015], [2.4416, 7.7075, -2.3669], [0.7551, 7.4459, -1.7429], [1.4271, 6.5219, -3.1308], [0.1539, 5.2875, -0.2607], [1.2111, 3.9273, -0.7509], [0.2642, 4.8750, -1.9221], [1.7190, 8.1147, 0.7359], [7.2775, -0.4392, 5.6318], [5.7318, -0.5420, 5.8136], [5.4349, -0.5251, 7.2930], [4.9876, 0.7079, 5.2300], [4.7489, 0.6869, 3.7543], [4.1655, -0.6273, 3.3858], [4.9553, -1.9077, 3.7909], [3.9341, -3.0391, 3.3984], [6.1828, -2.1022, 2.9339], [5.0838, -1.7821, 5.2396], [5.7111, -2.9659, 5.7772], [7.5500, -0.2698, 4.5996], [7.6471, 0.4136, 6.2100], [7.7382, -1.3465, 6.0100], [5.9757, -1.3520, 7.7372], [5.8785, 0.3818, 7.6921], [4.3771, -0.6160, 7.5319], [4.0411, 0.7728, 5.8046], [5.5500, 1.5997, 5.5793], [3.9914, 1.4337, 3.4456], [5.6857, 0.9940, 3.2412], [3.9398, -0.6292, 2.3116], [3.1665, -0.7925, 3.8182], [3.6607, -3.0089, 2.3417], [3.0423, -2.9992, 4.0369], [4.3811, -4.0013, 3.6329], [6.5567, -1.1146, 2.6368], [6.0259, -2.7759, 2.0728], [6.9252, -2.5262, 3.6003], [5.0172, -3.3204, 6.3335], [3.5874, 0.5064, -3.1849], [4.7761, 0.9618, -3.7549], [5.6954, -0.0498, -4.1009], [6.7582, 0.4457, -5.0337], [6.2470, 1.0258, -6.2733], [5.7011, 0.1920, -7.3254], [4.8895, 0.9479, -8.3903], [3.8291, 1.6348, -7.7066], [3.0472, 2.3682, -8.6308], [2.9639, -0.0448, -3.9163], [3.0067, 1.3569, -2.8131], [3.7713, -0.1742, -2.3741], [5.0952, -0.8891, -4.4740], [6.2831, -0.3972, -3.2134], [7.4615, -0.3240, -5.3052], [7.2856, 1.2707, -4.5015], [5.5675, 1.7490, -6.0770], [5.0563, -0.5636, -6.8227], [6.5232, -0.3404, -7.8295], [4.4481, 0.1969, -9.0912], [5.5691, 1.6420, -8.9194], [2.3219, 2.8977, -8.0364], [2.5066, 1.7286, -9.3589], [3.5801, 3.1216, -9.2258], [-0.5159, 1.7551, -3.6246], [-0.3415, 2.7485, -4.5935], [0.9962, 3.1608, -4.8935], [0.8953, 4.5341, -5.5174], [0.2542, 4.6480, -6.7445], [-0.1862, 5.9266, -7.1466], [0.9205, 6.9520, -7.3127], [1.2218, 7.6426, -6.1563], [2.5117, 8.2052, -6.1546], [0.1691, 1.7466, -2.7472], [-0.4628, 0.7384, -4.0313], [-1.5289, 1.9696, -3.2883], [1.4268, 2.3426, -5.5170], [1.6200, 3.3187, -3.9997], [1.9404, 4.9022, -5.5173], [0.4251, 5.2070, -4.7666], [-0.4694, 3.9337, -6.8039], [-0.9027, 6.2910, -6.3896], [-0.6323, 5.8853, -8.1381], [0.5064, 7.6442, -8.0529], [1.8041, 6.3764, -7.6742], [2.6889, 8.7503, -7.0920], [3.2905, 7.4602, -6.0926], [2.5869, 8.7640, -5.1953], [3.3854, -6.8867, 3.1558], [3.0666, -6.6797, 1.7845], [3.8190, -7.4754, 0.8537], [3.4896, -6.9960, -0.5817], [3.7409, -5.5780, -0.8360], [3.4171, -5.0841, -2.1785], [4.0457, -3.6600, -2.3990], [3.4237, -2.5839, -1.6614], [4.1095, -2.2017, -0.4565], [4.4270, -6.5645, 3.3853], [3.2831, -7.9638, 3.3510], [2.6768, -6.2719, 3.7293], [3.6840, -8.5602, 1.0300], [4.9023, -7.1990, 0.9448], [2.5133, -7.4022, -0.8530], [4.1880, -7.5418, -1.2636], [3.2822, -4.9787, -0.1644], [2.3306, -5.0289, -2.3574], [3.8738, -5.6308, -3.0073], [3.7930, -3.3678, -3.4222], [5.1243, -3.6167, -2.2285], [3.4850, -1.4913, 0.0812], [5.0333, -1.6368, -0.6882], [4.3227, -3.0031, 0.2390], [4.8201, 3.4234, 10.6484], [4.2758, 3.5659, 9.3303], [5.3136, 3.6309, 8.3901], [4.6109, 3.9100, 7.0395], [3.7246, 5.0257, 7.0613], [3.1401, 5.3603, 5.7996], [1.9733, 4.5270, 5.3056], [2.4777, 3.2628, 4.9770], [1.5626, 2.2476, 4.5360], [5.3800, 2.5001, 10.7138], [3.9650, 3.4871, 11.3156], [5.4883, 4.2855, 10.8837], [5.8538, 2.6727, 8.2552], [6.0922, 4.3676, 8.6167], [4.1649, 2.9580, 6.7132], [5.4499, 4.1178, 6.3683], [3.1160, 4.9769, 7.8654], [3.9398, 5.3897, 5.0381], [2.7671, 6.3638, 5.8124], [1.5577, 5.0508, 4.4248], [1.2034, 4.5532, 6.1101], [0.9402, 1.8979, 5.3833], [2.1724, 1.4304, 4.1574], [0.9209, 2.6302, 3.7151], [-3.9191, 6.8660, 8.9956], [-3.3703, 6.5343, 7.7464], [-3.1521, 7.5924, 6.8959], [-2.5221, 7.0964, 5.5981], [-3.4475, 6.1761, 4.9282], [-2.8597, 5.5500, 3.7507], [-1.8528, 4.4472, 3.9693], [-2.4114, 3.2863, 4.5762], [-2.9768, 2.4245, 3.6629], [-3.9589, 5.9425, 9.5666], [-4.9069, 7.3136, 8.8658], [-3.3166, 7.6519, 9.5017], [-2.3859, 8.2410, 7.3582], [-4.0539, 8.1964, 6.6797], [-1.5497, 6.6154, 5.8565], [-2.2840, 7.8973, 4.8955], [-3.7556, 5.4273, 5.5494], [-2.4252, 6.3066, 3.0970], [-3.6586, 5.1339, 3.1062], [-1.1135, 4.8045, 4.6828], [-1.3880, 4.2325, 2.9809], [-2.3273, 2.1941, 2.8007], [-3.9195, 2.8089, 3.2674], [-3.1125, 1.4481, 4.1462]], "atomic_forces_ev_per_a": [[-0.6, 0.2, -0.9], [0.3, 0.4, 2.0], [0.1, -0.7, -0.7], [0.6, 0.8, -0.9], [-0.7, 0.1, 1.9], [-0.4, -0.7, 0.1], [0.5, 0.4, 1.0], [0.4, -0.1, 0.2], [0.8, 0.6, -0.9], [0.7, 0.4, -1.1], [0.3, -0.1, 0.3], [0.3, -0.4, 0.1], [0.0, 0.2, 0.5], [-0.1, 0.1, 0.0], [-0.4, 0.2, 0.4], [0.2, 0.2, 0.0], [-0.3, -0.4, -0.9], [-0.3, -0.1, -0.5], [-0.2, 0.0, 0.6], [-0.4, 0.3, -0.2], [0.5, -0.1, -0.5], [-0.1, 0.0, 0.0], [0.5, 0.0, -0.5], [-0.4, 0.1, 0.2], [-0.2, -0.2, -0.1], [0.0, 0.0, -0.5], [0.0, -0.1, 0.3], [-0.6, -0.6, -0.2], [-0.3, -0.1, 0.4], [0.0, 0.1, 0.3], [-0.3, -0.1, -1.1], [-1.2, 0.8, 0.3], [1.5, -0.5, -0.3], [0.8, 0.4, -0.4], [0.2, 0.2, 1.7], [-0.4, 0.5, -1.3], [0.8, -1.1, 0.3], [0.4, 0.2, -0.2], [-0.2, -0.3, 0.3], [0.3, -0.2, 0.1], [-1.7, 0.5, 1.1], [0.1, -0.1, -0.1], [-0.1, 0.0, 0.3], [0.0, -0.5, 0.3], [0.2, 0.4, 0.0], [0.1, -0.1, 0.0], [-0.4, -0.2, 0.0], [0.1, 0.1, -0.4], [-0.4, 0.1, -0.4], [0.4, -0.2, 0.1], [-0.5, 0.2, -0.4], [0.1, -0.1, 0.4], [0.2, -0.1, -0.2], [-0.4, -0.1, -0.3], [-0.4, -0.1, 0.2], [-0.1, 0.3, 0.1], [-0.2, 0.1, 0.2], [-0.1, -0.2, -0.2], [0.1, 0.7, -0.2], [0.9, -0.6, -0.1], [0.1, 0.4, -0.7], [0.5, 1.1, 0.2], [0.6, -0.8, 0.0], [0.0, 0.0, 0.4], [-0.6, 0.2, 1.1], [0.6, -0.7, -0.3], [-1.5, 1.7, -0.3], [0.1, -0.3, -0.3], [-0.3, -0.1, 0.2], [0.4, -1.0, 0.0], [-0.1, 0.5, -0.2], [-0.1, -0.1, -0.1], [0.2, 0.1, 0.3], [0.3, -0.1, -0.3], [-0.2, 0.2, 0.0], [-0.4, -0.4, 0.1], [0.0, -0.1, -0.1], [-0.3, 0.0, 0.0], [0.2, 0.0, -0.3], [0.5, 0.0, -0.1], [0.0, 0.1, -0.7], [0.1, -0.1, 0.2], [-0.2, 0.1, 0.5], [0.0, -0.1, 0.0], [0.3, -0.1, -0.3], [-0.1, -0.3, 0.1], [0.3, -0.4, -0.1], [0.4, 0.4, 0.3], [-0.5, 0.1, 0.2], [0.0, -0.2, 0.2], [0.7, -0.9, -0.5], [0.0, 1.7, -1.1], [-0.1, -0.4, -0.5], [0.5, 0.1, 1.5], [0.3, 0.1, -0.6], [0.1, 0.6, -0.1], [1.2, 0.3, 0.6], [0.6, -1.1, -0.5], [-0.7, 0.3, 0.0], [-1.0, -2.1, 0.1], [0.1, 1.6, -0.1], [-0.1, 0.2, 0.2], [-0.5, -0.1, 0.5], [0.0, 0.4, 0.3], [0.3, -0.3, 0.3], [-0.2, -0.1, -0.2], [-0.1, -0.3, 0.8], [-0.1, 0.0, 0.0], [-0.3, -0.3, 0.0], [-0.1, 0.3, -0.4], [-0.2, -0.4, 0.1], [0.0, -0.2, 0.1], [-0.2, 0.1, 0.1], [-0.1, -0.1, 0.1], [-0.3, -0.2, 0.0], [0.1, 0.4, -0.2], [0.5, -0.7, 0.1], [0.1, 0.1, -0.4], [-0.3, 0.6, 0.0], [-0.1, 0.2, -0.2], [-0.4, 0.0, -0.2], [-0.3, 0.1, 0.4], [-0.2, -0.9, -0.1], [-0.4, 1.7, 0.3], [0.9, -0.6, -0.1], [-0.9, 0.3, 0.5], [-0.1, -1.4, -0.2], [-0.3, 0.8, -0.6], [-0.2, -0.3, -0.2], [0.0, -0.6, 0.4], [1.4, -0.2, -0.7], [-0.3, 0.0, -0.1], [0.6, 0.0, -0.2], [0.3, -0.3, 0.3], [0.1, 0.1, 0.1], [0.1, 0.4, -0.3], [-0.3, 0.2, -0.1], [0.3, 0.2, -0.3], [-0.4, -0.3, 0.1], [-0.1, 0.1, -0.2], [-0.4, -0.2, 0.4], [0.6, 0.3, 0.1], [0.1, 0.0, -0.4], [0.1, 0.0, 0.2], [-0.2, -0.1, 0.1], [-0.1, -0.1, 0.3], [0.4, 0.1, 0.0], [0.4, 0.4, 0.0], [-0.3, 0.6, 0.2], [-0.5, -0.3, 0.4], [-0.5, -0.2, -0.2], [1.9, 1.0, -0.6], [-0.2, 0.5, -0.8], [-1.0, 0.0, -0.6], [0.6, -0.1, 0.8], [-1.0, 0.1, 0.3], [-0.5, 0.9, 0.0], [0.4, 0.0, 0.3], [-0.7, 0.3, -0.4], [-0.3, 1.1, -0.4], [0.7, -0.8, 0.0], [-0.1, 0.0, 0.2], [0.1, -0.4, 0.3], [-0.2, -0.2, 0.2], [0.0, -0.2, 0.1], [-0.2, -0.4, 0.0], [-0.2, -0.3, 0.2], [-0.3, -0.2, 0.8], [0.5, 0.1, 0.4], [0.0, -0.2, -0.3], [-0.1, 0.4, -0.2], [-0.1, 0.1, -0.2], [0.7, -0.4, 0.0], [-0.4, -0.2, 0.5], [0.1, 0.1, -0.3], [-0.4, -0.1, -0.2], [0.7, -0.1, 0.0], [-0.1, -0.6, 0.2], [0.6, -0.2, 0.1], [0.0, -0.2, -0.2], [-1.0, 0.0, 0.1], [-0.3, 0.2, -0.9], [0.7, -0.5, 0.2], [0.2, 0.1, 1.6], [0.1, 1.2, -0.1], [-0.4, -1.2, -0.9], [-2.6, 0.4, -1.4], [0.6, -0.2, 1.5], [0.8, 0.3, 0.5], [0.3, 0.2, 0.3], [0.2, 0.6, -0.4], [0.1, -0.1, -0.3], [-0.1, -0.1, 0.0], [0.2, -0.1, -0.1], [0.0, -0.2, 0.4], [-0.3, 0.2, 0.3], [0.0, 0.2, -0.1], [0.2, -0.1, -0.6], [-0.1, -0.4, -0.4], [0.6, 0.1, 0.3], [-0.5, -0.6, -0.1], [0.4, -0.3, -0.1], [0.2, 0.6, 0.3], [0.1, 0.1, 0.2], [0.0, 0.3, -0.2], [0.2, -0.3, -0.3], [0.1, -0.3, -0.3], [0.0, 0.5, 0.4], [0.5, -0.4, -0.2], [-0.1, -0.2, 0.2], [-0.6, -0.2, -0.4], [0.7, 0.9, -0.3], [-0.1, -1.0, 1.2], [-0.7, 1.6, -1.0], [0.2, 1.4, -0.7], [-0.1, -1.0, 0.7], [0.1, -0.6, 1.1], [0.8, 0.0, -1.2], [-0.6, 0.0, -0.1], [0.2, 0.2, 0.1], [0.2, 0.0, -0.1], [0.1, -0.4, 0.6], [0.3, -0.2, -0.2], [-0.7, 0.0, -0.1], [0.3, -0.4, 0.2], [-0.1, -0.6, -0.4], [0.0, 0.0, 0.2], [-0.1, -0.1, -0.7], [-0.2, 0.0, 0.0], [0.4, 0.6, 0.3], [-0.5, -0.1, 0.1], [-0.4, 0.2, 0.1], [0.3, 0.0, 0.4], [0.4, -0.2, 0.2], [-0.3, -0.4, 0.5], [0.8, 0.7, 0.0], [-0.7, -0.6, -0.3], [1.6, 0.8, 2.2], [-0.1, -2.4, -1.8], [-0.4, 0.9, 0.6], [-0.1, -0.9, -0.8], [0.1, 0.1, 1.1], [-0.3, 0.3, 0.7], [-0.1, 0.6, -0.6], [-0.1, 0.0, -0.1], [-0.1, -0.5, 0.4], [0.3, 0.8, 0.1], [-0.3, -0.4, 0.1], [-0.2, 0.0, -0.5], [-0.1, -0.3, 0.1], [0.0, 0.4, -0.1], [-0.2, 0.5, -0.4], [-0.4, -0.3, 0.1], [0.6, 0.2, -0.3], [-0.3, 0.6, -0.2], [0.0, 0.5, 0.5], [0.3, -0.7, -0.1], [0.0, 0.2, -1.0], [0.3, 0.0, -0.7], [0.1, -0.2, -0.5], [1.0, 1.9, -0.1], [0.6, -1.2, -0.4], [0.1, -0.3, -0.2], [0.7, 1.6, 0.5], [-1.4, 0.2, 0.0], [0.5, -0.5, 1.1], [0.1, 0.9, -0.5], [-0.5, -0.2, -0.1], [0.0, 0.2, 0.5], [0.3, -0.4, -0.1], [-0.1, 0.5, -0.3], [-0.6, -0.5, 0.4], [-0.6, 0.5, -0.1], [-0.4, 0.2, 0.5], [-0.2, -0.2, 0.2], [0.2, 0.0, -0.1], [0.0, -0.6, 0.4], [0.4, -0.3, -0.2], [0.0, -0.3, -0.1], [-0.4, -0.1, -0.1], [-0.1, -0.5, -0.1], [0.1, -0.5, -0.2], [-0.4, 1.2, -0.6], [0.9, -0.1, 1.1], [-0.8, -0.1, -1.6], [1.5, -1.0, 0.5], [0.5, 0.2, 0.5], [0.0, 0.1, -0.5], [0.0, 0.5, 0.1], [-0.3, -1.0, -0.3], [-0.2, 1.0, 0.3], [0.1, -0.4, 0.3], [0.1, -0.4, 0.2], [-0.3, -0.5, -0.2], [-0.3, 0.1, 0.3], [-0.3, 0.4, 0.3], [-0.1, 0.3, 0.1], [-0.1, 0.0, -0.4], [-0.3, 0.1, -0.2], [-0.2, -0.3, 0.2], [-0.2, 0.9, 0.3], [-0.1, -0.3, 0.1], [0.2, -0.5, -0.4], [0.1, 0.1, -0.4], [-0.1, 0.0, 0.1], [0.2, -0.2, 0.4], [0.3, 0.8, -0.2], [-0.3, -1.3, 0.2], [1.1, 1.5, -0.7], [-0.2, -1.2, 0.3], [0.3, -0.3, -0.3], [-1.0, -0.1, -0.9], [0.2, 0.2, 0.2], [0.8, 0.7, 0.2], [-0.3, -1.3, -0.7], [-0.1, 0.2, 0.2], [-0.3, -0.2, 0.1], [0.0, -0.6, -0.1], [-0.3, 0.3, 0.0], [0.1, -0.3, 0.2], [-0.4, 0.2, 0.0], [-0.2, 0.2, 0.2], [0.2, 0.4, 0.1], [0.3, 0.2, 0.2], [0.0, 0.1, 0.4], [0.4, -0.1, -0.1], [0.0, -0.2, 0.6], [0.1, 0.4, 0.1], [-0.2, -0.2, 0.0], [-0.3, 0.3, 0.1]]}